Entry 1:
The following is a quantum chemistry calculation of a structure of composition C44H62Br2CaN2O5P3S3, from the Open Molecules 2025 dataset.

Values from the calculation:
E_HOMO (alpha / beta), eV: 0.00 / -2.08
Spin multiplicity: 2
Charge: -2

CARTESIAN COORDINATES (ANGSTROEM)
1 Ca 0.540 -1.564 -0.389
2 C 0.629 2.647 -6.370
3 C -0.018 2.258 -5.027
4 O -0.372 0.860 -5.111
5 P -0.012 -0.047 -3.796
6 S -0.535 -1.934 -4.175
7 S -0.779 0.750 -2.161
8 O 1.574 0.108 -3.758
9 C 2.376 -0.679 -4.681
10 C 3.260 -1.576 -3.886
11 H 0.901 3.705 -6.413
12 H -0.086 2.449 -7.121
13 H 1.510 2.038 -6.580
14 H -0.931 2.775 -4.794
15 H 0.676 2.446 -4.192
16 H 2.851 0.053 -5.283
17 H 1.676 -1.266 -5.287
18 H 3.787 -0.938 -3.165
19 H 3.960 -2.036 -4.522
20 H 2.691 -2.319 -3.330
21 Br 3.155 -5.866 0.167
22 C 3.946 -4.189 0.053
23 C 5.322 -4.003 0.224
24 C 5.841 -2.750 0.061
25 Br 7.745 -2.610 0.180
26 C 5.045 -1.638 -0.351
27 C 5.510 -0.324 -0.556
28 C 4.532 0.732 -0.816
29 C 3.211 0.427 -0.832
30 N 2.751 -0.842 -0.619
31 C 3.675 -1.855 -0.358
32 C 3.101 -3.125 -0.184
33 O 1.782 -3.332 -0.248
34 H 5.876 -4.850 0.639
35 H 6.495 -0.030 -0.291
36 H 4.881 1.730 -0.951
37 H 2.448 1.187 -1.018
38 O -3.346 0.069 0.340
39 H -2.492 -0.201 0.719
40 H -3.100 0.203 -0.578
41 O -0.982 -1.672 1.414
42 S -0.939 -1.918 2.943
43 N 0.100 -1.316 3.773
44 C 0.489 5.076 -2.000
45 C 1.540 4.860 -0.916
46 C 1.213 3.618 -0.123
47 C -0.178 3.708 0.566
48 C -1.253 4.016 -0.471
49 C -0.923 5.207 -1.454
50 P -0.525 2.127 1.479
51 C 0.781 2.144 2.835
52 C 1.362 3.455 3.433
53 C 2.226 3.088 4.707
54 C 3.289 2.007 4.329
55 C 3.328 1.758 2.809
56 C 1.939 1.236 2.348
57 C -2.115 2.618 2.353
58 C -2.573 1.509 3.354
59 C -3.493 2.059 4.443
60 C -4.476 3.088 3.795
61 C -3.677 4.303 3.265
62 C -2.172 3.943 3.081
63 H 0.516 4.223 -2.729
64 H 0.789 5.989 -2.557
65 H 1.521 5.760 -0.274
66 H 2.509 4.711 -1.386
67 H 2.025 3.456 0.595
68 H 1.180 2.758 -0.759
69 H -0.105 4.554 1.289
70 H -2.202 4.188 -0.009
71 H -1.361 3.199 -1.130
72 H -0.973 6.164 -0.906
73 H -1.687 5.268 -2.191
74 H 0.333 1.598 3.656
75 H 0.582 4.138 3.731
76 H 1.980 4.022 2.726
77 H 1.563 2.690 5.467
78 H 2.654 4.029 5.052
79 H 3.020 1.049 4.802
80 H 4.272 2.286 4.731
81 H 4.097 1.065 2.587
82 H 3.603 2.702 2.249
83 H 1.762 0.202 2.672
84 H 1.923 1.239 1.255
85 H -2.883 2.587 1.602
86 H -1.678 1.097 3.813
87 H -3.089 0.700 2.820
88 H -2.936 2.540 5.275
89 H -4.070 1.315 4.957
90 H -5.209 3.402 4.558
91 H -5.080 2.585 2.977
92 H -3.785 5.151 3.951
93 H -4.127 4.626 2.294
94 H -1.734 3.905 4.070
95 H -1.742 4.800 2.495
96 C -0.398 -5.164 0.641
97 P -1.338 -4.137 -0.551
98 C -1.771 -5.389 -1.833
99 C -1.092 -5.352 -3.057
100 C -1.377 -6.331 -4.015
101 C -2.332 -7.297 -3.746
102 C -3.014 -7.314 -2.546
103 C -2.740 -6.332 -1.610
104 C -3.011 -4.078 0.256
105 C -3.966 -3.248 -0.299
106 C -5.224 -3.103 0.281
107 C -5.562 -3.777 1.445
108 C -4.578 -4.570 2.039
109 C -3.349 -4.728 1.463
110 H -0.266 -4.618 1.591
111 H 0.610 -5.316 0.220
112 H -0.938 -6.070 0.895
113 H -0.388 -4.572 -3.293
114 H -0.891 -6.297 -4.999
115 H -2.485 -8.071 -4.516
116 H -3.768 -8.046 -2.375
117 H -3.287 -6.374 -0.703
118 H -3.759 -2.735 -1.222
119 H -5.903 -2.426 -0.213
120 H -6.504 -3.619 1.954
121 H -4.762 -5.124 2.975
122 H -2.612 -5.289 2.029

=====

Entry 2:
The following is a quantum chemistry calculation of the molecule C23H31N3O3, from the Open Molecules 2025 dataset.

Values from the calculation:
SMILES: CC(C)Cn1cc(C(=O)NCCCOC(C)C)c2c3ccccc3n(C)c2c1=O
E_HOMO, eV: -7.63

CARTESIAN COORDINATES (ANGSTROEM)
1 C -1.073 -2.970 -4.741
2 H -0.667 -2.874 -3.737
3 H -0.373 -2.519 -5.442
4 H -1.152 -4.030 -4.974
5 C -2.442 -2.306 -4.851
6 C -3.005 -2.461 -6.261
7 H -3.996 -2.019 -6.329
8 H -3.080 -3.514 -6.522
9 H -2.357 -1.973 -6.986
10 H -3.129 -2.779 -4.143
11 C -2.366 -0.813 -4.498
12 N -1.992 -0.601 -3.113
13 C -0.695 -0.373 -2.793
14 C -0.247 -0.204 -1.517
15 C -1.205 -0.347 -0.474
16 C -2.549 -0.536 -0.820
17 N -3.314 -0.627 0.314
18 C -2.488 -0.532 1.396
19 C -2.803 -0.586 2.751
20 C -1.768 -0.507 3.656
21 C -0.439 -0.406 3.234
22 C -0.119 -0.350 1.896
23 C -1.148 -0.377 0.954
24 H 0.911 -0.317 1.583
25 H 0.350 -0.371 3.969
26 H -1.982 -0.542 4.714
27 H -3.825 -0.694 3.080
28 C -4.737 -0.815 0.378
29 H -4.974 -1.729 0.928
30 H -5.122 -0.892 -0.637
31 H -5.209 0.032 0.882
32 C -3.015 -0.667 -2.173
33 O -4.177 -0.831 -2.531
34 C 1.184 0.175 -1.354
35 O 2.066 -0.279 -2.058
36 N 1.401 1.137 -0.425
37 H 0.623 1.490 0.106
38 C 2.710 1.695 -0.184
39 C 3.241 1.408 1.222
40 H 3.154 0.341 1.436
41 H 4.300 1.671 1.248
42 C 2.494 2.201 2.303
43 O 2.830 1.830 3.615
44 C 4.113 2.233 4.087
45 C 3.924 2.911 5.444
46 H 3.471 2.210 6.140
47 H 3.267 3.771 5.345
48 H 4.882 3.239 5.839
49 C 5.042 1.025 4.211
50 H 4.602 0.300 4.891
51 H 6.008 1.335 4.599
52 H 5.187 0.546 3.246
53 H 4.549 2.958 3.383
54 H 2.667 3.278 2.150
55 H 1.419 2.010 2.237
56 H 2.681 2.778 -0.353
57 H 3.369 1.238 -0.927
58 H -0.001 -0.299 -3.616
59 H -1.643 -0.308 -5.141
60 H -3.354 -0.366 -4.637

=====

One value per record, in order, for max |F|: 0.0475 0.0182 Eh/bohr.
One value per record, in order, for energy relative to the best compared isomer or geometry (same formula, charge and spin): 0.0 28.4 kcal per mole.
One value per record, in order, for E_tot: -10244.0851 -1285.0768 Ha.